{
  "formula": "C23H45Cl3ErN2O3PSi",
  "method": "ωB97M-V with the def2-TZVPD basis set",
  "species": ["C", "C", "H", "H", "H", "C", "C", "H", "H", "H", "H", "Er", "Cl", "Cl", "H", "H", "C", "C", "N", "H", "C", "O", "H", "H", "H", "H", "H", "H", "C", "C", "N", "H", "C", "O", "H", "H", "H", "H", "O", "C", "C", "C", "H", "C", "H", "C", "H", "C", "C", "H", "H", "H", "Si", "Cl", "C", "C", "C", "H", "H", "H", "H", "H", "H", "H", "H", "H", "C", "P", "C", "C", "H", "H", "H", "H", "H", "H", "H", "H", "H"],
  "positions_angstrom": [[-2.313217, -2.231248, -4.511193], [-1.415006, -2.453108, -3.300440], [-2.908586, -3.137578, -4.763996], [-1.689260, -1.979613, -5.409450], [-3.051587, -1.448161, -4.334519], [-0.585252, -3.573983, -3.252860], [-0.300721, -4.470828, -4.395925], [-0.192781, -3.922604, -2.310422], [0.310496, -3.959369, -5.165779], [-1.217900, -4.887373, -4.861038], [0.239905, -5.346511, -3.988737], [0.991116, 1.766390, 1.140334], [-1.578024, 1.682041, 1.550626], [2.379867, 3.365601, -0.149291], [2.068978, 5.820522, 4.188188], [-1.188964, 6.731298, 3.977024], [1.665603, 6.068569, 3.200160], [-0.793707, 6.494013, 2.979251], [0.311612, 5.545923, 3.063901], [2.317470, 5.641727, 2.430171], [0.051332, 4.252084, 2.929722], [0.933208, 3.338356, 2.785156], [-1.592797, 6.019084, 2.406472], [-1.015287, 3.982298, 2.946646], [1.592998, 7.155235, 3.099037], [-0.448230, 7.418821, 2.504432], [2.541631, -0.791627, -2.333421], [2.606353, -3.620039, -1.065489], [3.463735, -0.819426, -1.720738], [3.494598, -3.100125, -0.678458], [3.243302, -1.649179, -0.517134], [3.738888, 0.205261, -1.420331], [2.605359, -1.187911, 0.566962], [2.374264, 0.033336, 0.843057], [3.754621, -3.554076, 0.287459], [2.280000, -1.974385, 1.270672], [4.265121, -1.307656, -2.297140], [4.321110, -3.266707, -1.377657], [-0.930751, -1.094313, -2.698856], [-1.904354, -1.784289, -1.987834], [-0.153093, -2.809077, -0.449238], [-1.494804, -2.427490, -0.721523], [0.654685, -2.426800, -1.083388], [0.138164, -3.747143, 0.548103], [-2.938255, -1.421950, -2.090930], [-2.496614, -2.854161, 0.166184], [1.145061, -4.163714, 0.654684], [-0.868691, -4.143079, 1.430626], [-2.179462, -3.707023, 1.235432], [-3.532007, -2.584588, -0.022206], [-0.615290, -4.773245, 2.294717], [-2.958344, -4.036291, 1.932462], [-0.679934, 1.903292, -2.681063], [0.368990, 0.586582, -0.963777], [0.642121, 2.992280, -3.450376], [-1.535740, 3.135663, -1.523051], [-1.706445, 1.078815, -3.923265], [1.501429, 3.155108, -2.787512], [0.160883, 3.964590, -3.625172], [0.986971, 2.609801, -4.413167], [-1.077791, 0.594505, -4.679810], [-2.315699, 1.847439, -4.427100], [-2.375110, 0.345751, -3.466438], [-2.383754, 2.673426, -1.002142], [-1.891016, 4.019663, -2.077592], [-0.838192, 3.520094, -0.760097], [-1.357009, -1.561402, 3.975567], [-0.131368, -0.278684, 3.485981], [-0.504052, 0.947198, 4.792648], [1.422559, -1.029184, 4.094714], [-2.236967, -1.454121, 3.324329], [-1.670964, -1.424216, 5.023103], [-0.948665, -2.572522, 3.845326], [-0.561179, 0.469486, 5.780730], [0.263540, 1.727151, 4.788536], [-1.466410, 1.410608, 4.544053], [1.526898, -0.867127, 5.174327], [1.419599, -2.102597, 3.865512], [2.260774, -0.557502, 3.562232]],
  "forces_ev_per_angstrom": [[0.3, -0.3, -0.5], [-1.1, -1.3, 1.0], [0.6, 0.4, 0.2], [-0.6, -0.1, 0.7], [0.2, 0.2, -0.1], [0.3, 0.0, 0.3], [0.0, -0.2, -0.3], [-0.2, 0.1, -0.1], [-0.1, -0.6, -0.2], [0.3, 0.1, -0.2], [0.0, 0.4, -0.5], [-0.6, -0.6, 1.1], [-0.1, 0.7, -0.2], [0.2, 0.4, -0.1], [0.0, 0.1, -0.2], [0.2, 0.1, -0.2], [0.2, -0.1, 0.0], [-0.4, -0.1, 0.5], [0.0, -0.7, -0.2], [-0.1, 0.1, 0.1], [1.0, -0.8, -0.2], [-1.0, 1.6, 0.6], [0.0, 0.4, 0.0], [0.2, 0.0, -0.2], [0.3, -0.3, 0.0], [-0.2, -0.4, 0.0], [0.4, -0.1, 0.3], [0.2, 0.3, -0.1], [0.0, 0.1, 0.1], [-0.4, -0.1, 0.3], [-0.6, 0.3, 0.4], [-0.1, -0.5, -0.2], [0.4, 0.4, -0.2], [0.7, -1.5, -0.2], [0.0, 0.3, -0.2], [0.2, 0.3, -0.1], [-0.3, 0.4, 0.2], [-0.2, 0.3, 0.2], [1.0, 1.4, -0.5], [0.4, -1.1, -0.9], [-0.2, -0.2, 0.0], [-0.3, -0.1, 0.6], [-0.6, -0.2, 0.0], [-0.3, 0.8, 0.1], [0.1, 0.2, 0.6], [0.6, -0.7, 0.1], [-0.3, 0.3, 0.0], [0.0, -0.2, 0.2], [0.0, 0.3, 0.0], [0.1, 0.0, 0.0], [-0.2, 0.1, -0.5], [0.3, 0.2, -0.3], [0.7, 1.2, 1.5], [-1.1, 0.4, -2.5], [0.3, -0.5, 0.0], [-0.3, -0.4, 0.1], [-0.7, -0.1, -0.5], [-0.2, 0.0, -0.1], [0.0, -0.2, 0.1], [0.1, 0.0, 0.1], [-0.2, -0.1, 0.3], [0.2, 0.1, 0.1], [0.2, 0.3, -0.3], [0.2, 0.2, 0.0], [0.1, -0.4, -0.1], [-0.2, -0.2, -0.3], [-0.4, 0.0, -0.2], [0.4, -0.3, -0.1], [0.0, 0.2, 0.1], [0.2, 0.0, 0.4], [0.2, -0.2, 0.2], [0.2, -0.1, -0.3], [-0.1, 0.3, -0.1], [0.0, 0.2, -0.2], [-0.1, 0.0, 0.1], [0.2, -0.1, 0.1], [0.2, -0.3, -0.1], [0.1, 0.2, 0.1], [-0.1, -0.2, 0.3]],
  "s2": 3.75,
  "gap_ev": [3.8, 3.9],
  "lumo_ev": [0.1, 0.1],
  "e_above_lowest_kcal_mol": 22.24,
  "max_force_ev_per_a": 2.803,
  "spin_multiplicity": 4,
  "e_tot_ev": -116061.0946
}

---

{
  "formula": "C23H45ClO11S",
  "method": "ωB97M-V with the def2-TZVPD basis set",
  "species": ["C", "C", "Cl", "C", "O", "C", "O", "O", "C", "C", "C", "S", "H", "H", "H", "H", "H", "H", "H", "H", "H", "H", "H", "H", "H", "C", "C", "O", "C", "C", "O", "H", "H", "H", "H", "H", "H", "H", "H", "C", "C", "O", "C", "C", "O", "H", "H", "H", "H", "H", "H", "H", "H", "C", "C", "O", "C", "C", "O", "H", "H", "H", "H", "H", "H", "H", "H", "C", "C", "O", "C", "C", "O", "H", "H", "H", "H", "H", "H", "H", "H"],
  "positions_angstrom": [[0.510845, 0.658735, 3.559935], [0.436653, 1.292956, 2.013784], [1.889625, 2.380738, 1.640614], [-1.011418, 2.080858, 1.938703], [-1.116167, 3.064996, 0.850662], [-2.581072, 3.384249, 0.798106], [-3.065153, 3.658949, -0.433737], [-3.414943, 3.450067, 2.008168], [-4.618314, 2.610141, 1.908379], [-4.585087, 1.256471, 2.857987], [-6.018672, 0.460249, 2.531864], [-5.794887, -1.101856, 1.522666], [-0.408133, 1.016476, 4.224540], [0.436793, -0.527680, 3.521194], [1.476185, 1.001509, 4.136339], [0.362364, 0.360431, 1.304054], [-1.828004, 1.260460, 1.755919], [-1.124540, 2.651185, 2.968980], [-5.525886, 3.274683, 2.295779], [-4.887029, 2.250053, 0.828140], [-3.686309, 0.538206, 2.637680], [-4.651741, 1.540331, 4.009523], [-6.703086, 1.188258, 1.880062], [-6.644544, 0.242762, 3.510088], [-4.474638, -1.269170, 1.075911], [-1.615696, -0.613952, -3.859532], [-2.042942, -0.394229, -2.421724], [-1.836501, -1.581965, -1.636358], [-0.663912, -1.923066, -1.052485], [0.582750, -1.186134, -1.446072], [-0.611200, -2.867982, -0.270258], [-0.548152, -0.838456, -3.933402], [-1.824298, 0.273396, -4.463960], [-2.147961, -1.468079, -4.289847], [-1.553428, 0.470761, -1.962552], [-3.118476, -0.188962, -2.395352], [1.095034, -1.744215, -2.235671], [1.234799, -1.115916, -0.571340], [0.406773, -0.163730, -1.776057], [6.427151, 1.368526, -2.614549], [5.989374, 1.778890, -1.222406], [4.671338, 1.281507, -0.929956], [4.405150, 0.040856, -0.458630], [5.492787, -0.992833, -0.484692], [3.272630, -0.252258, -0.085792], [6.489867, 0.281449, -2.713743], [7.406430, 1.793738, -2.852126], [5.702420, 1.711756, -3.359511], [6.703540, 1.478623, -0.448793], [5.925438, 2.871248, -1.174794], [5.401299, -1.586653, -1.399222], [5.371753, -1.645474, 0.384022], [6.497614, -0.579595, -0.415957], [5.125952, 0.494955, 4.441392], [5.554003, -0.356780, 3.262651], [6.837015, 0.062129, 2.764123], [8.026595, -0.344212, 3.266125], [8.050060, -1.058799, 4.585580], [9.072823, -0.066629, 2.686574], [5.818568, 0.398002, 5.281863], [4.127218, 0.207816, 4.782444], [5.113928, 1.553510, 4.163315], [5.551578, -1.427430, 3.491502], [4.842271, -0.215948, 2.442160], [8.238782, -0.333509, 5.382885], [8.858471, -1.794586, 4.567083], [7.139527, -1.614023, 4.804265], [-8.074048, -1.072209, -3.922787], [-7.645997, -1.923944, -5.101528], [-6.362985, -1.505035, -5.600056], [-5.173405, -1.911377, -5.098054], [-5.149940, -2.625963, -3.778599], [-4.127177, -1.633793, -5.677605], [-7.381432, -1.169162, -3.082316], [-9.072782, -1.359348, -3.581735], [-8.086072, -0.013655, -4.200864], [-7.648422, -2.994595, -4.872677], [-8.357729, -1.783112, -5.922019], [-4.961218, -1.900673, -2.981294], [-4.341529, -3.361750, -3.797096], [-6.060473, -3.181187, -3.559914]],
  "forces_ev_per_angstrom": [[-0.3, -0.2, 0.3], [-1.7, -1.1, 0.9], [-1.6, -1.1, 0.3], [1.2, -0.4, 1.4], [-4.8, -0.2, 1.8], [-1.4, 1.6, -6.5], [2.9, -1.9, 8.4], [2.1, -1.5, -3.3], [-2.0, -1.0, 0.6], [-1.2, 0.2, 0.3], [0.2, 1.8, 0.0], [0.1, -0.2, 0.0], [1.9, -0.6, -1.6], [0.4, 2.6, 0.0], [-1.8, -0.8, -1.4], [0.7, 2.2, 1.0], [1.6, 1.5, 0.7], [0.0, -1.3, -2.2], [2.1, -1.3, -0.9], [0.9, 1.0, 1.8], [-1.7, 1.6, 0.5], [0.6, -0.5, -2.5], [1.5, -1.6, 1.4], [1.6, 0.1, -2.0], [-1.0, 1.0, 0.9], [0.2, -0.2, -0.1], [0.2, 0.2, -0.3], [-0.3, -0.3, 0.7], [0.3, -1.2, 0.6], [0.1, 0.5, 0.4], [-0.6, 1.6, -1.3], [0.0, 0.2, 0.1], [0.0, -0.1, 0.1], [0.0, 0.3, 0.0], [0.0, -0.1, 0.0], [0.2, -0.2, 0.2], [-0.1, 0.1, 0.1], [0.0, -0.3, -0.3], [0.0, -0.1, -0.2], [-0.1, -0.2, -0.2], [0.3, -0.1, -0.1], [-0.6, -0.1, 0.5], [-1.2, -0.2, 0.1], [0.5, -0.1, 0.5], [1.8, 0.9, -0.6], [0.1, 0.1, 0.1], [-0.1, 0.0, 0.0], [0.1, 0.1, 0.1], [-0.1, -0.1, -0.1], [-0.3, -0.3, 0.1], [0.0, 0.1, 0.1], [-0.2, 0.0, -0.3], [0.0, 0.0, -0.2], [0.1, 0.1, 0.2], [-0.2, 0.1, 0.2], [0.4, -0.1, -0.5], [1.5, 0.5, -0.6], [0.0, -0.7, 0.1], [-2.1, -0.3, 0.7], [-0.1, -0.1, -0.1], [0.1, 0.0, -0.1], [-0.1, -0.2, -0.1], [0.1, 0.1, 0.0], [0.3, 0.0, 0.0], [0.0, -0.1, -0.1], [0.0, 0.3, 0.0], [-0.1, 0.2, 0.1], [0.1, 0.1, 0.2], [-0.1, 0.1, 0.2], [0.4, -0.1, -0.5], [1.3, 0.5, -0.6], [0.0, -0.7, 0.1], [-2.1, -0.3, 0.7], [-0.1, -0.1, -0.1], [0.1, 0.0, -0.1], [-0.1, -0.2, -0.1], [0.1, 0.1, 0.0], [0.4, 0.0, 0.0], [0.0, -0.1, -0.1], [0.0, 0.3, 0.0], [-0.1, 0.2, 0.1]],
  "smiles": "C[C@H](Cl)COC(=O)OCCCS.CCOC(C)=O.CCOC(C)=O.CCOC(C)=O.CCOC(C)=O",
  "gap_ev": 9.8,
  "lumo_ev": 0.5,
  "e_above_lowest_kcal_mol": 129.20,
  "max_force_ev_per_a": 9.080,
  "e_tot_ev": -70455.8751
}

---

{
  "formula": "C23H45N2O7",
  "method": "ωB97M-V with the def2-TZVPD basis set",
  "species": ["N", "C", "C", "C", "C", "O", "N", "C", "C", "C", "C", "C", "C", "C", "O", "O", "H", "H", "H", "H", "H", "H", "H", "H", "H", "H", "H", "H", "H", "C", "C", "C", "O", "H", "H", "H", "H", "H", "H", "H", "H", "C", "C", "C", "O", "H", "H", "H", "H", "H", "H", "H", "H", "C", "C", "C", "O", "H", "H", "H", "H", "H", "H", "H", "H", "C", "C", "C", "O", "H", "H", "H", "H", "H", "H", "H", "H"],
  "positions_angstrom": [[-2.405616, 0.844802, -0.687855], [-1.976924, -0.044541, -1.781050], [-0.674564, 0.410201, -2.446022], [0.593959, -0.157496, -1.804142], [0.892619, 0.421460, -0.447698], [1.212295, 1.582465, -0.275478], [0.823235, -0.472137, 0.645834], [-0.088808, -0.169338, 1.711213], [-1.235193, -0.925676, 1.898780], [-2.095474, -0.619912, 2.943359], [-1.821465, 0.444734, 3.788463], [-0.677909, 1.207175, 3.587395], [0.194638, 0.890541, 2.560003], [-3.109559, -0.076440, -2.844472], [-3.273429, 1.001090, -3.467488], [-3.742765, -1.145059, -2.954835], [-3.131035, 1.447616, -1.054683], [-1.649284, 1.438937, -0.371420], [-1.885820, -1.076269, -1.427786], [-0.679842, 0.061829, -3.480398], [-0.634082, 1.498019, -2.472062], [0.578956, -1.245502, -1.786326], [1.446449, 0.129557, -2.427626], [0.646360, -1.406265, 0.300800], [-1.478275, -1.730891, 1.215941], [-2.992413, -1.209301, 3.074188], [-2.499528, 0.696839, 4.593085], [-0.463782, 2.053598, 4.226590], [1.095707, 1.456129, 2.367098], [-6.978168, 2.943479, -2.463445], [-7.410885, 1.867346, -3.452301], [-7.378352, 0.492310, -2.800987], [-6.577288, 1.899969, -4.601996], [-5.953240, 2.751716, -2.136847], [-7.001317, 3.927347, -2.934683], [-7.625858, 2.960588, -1.583666], [-8.419784, 2.091541, -3.810779], [-6.352566, 0.264691, -2.497781], [-7.690083, -0.282939, -3.500950], [-8.026680, 0.456615, -1.922051], [-5.683210, 1.687426, -4.287852], [3.670770, -0.434764, 3.788516], [2.748216, -0.998118, 4.857884], [3.375485, -2.162930, 5.609646], [1.521897, -1.366208, 4.244818], [3.898985, -1.196553, 3.037279], [3.175984, 0.390855, 3.277684], [4.610365, -0.072182, 4.210633], [2.486760, -0.209477, 5.566109], [3.602302, -2.978587, 4.917037], [2.685843, -2.545947, 6.362319], [4.302374, -1.865356, 6.103062], [1.703959, -2.040626, 3.581641], [3.086870, -4.859596, -2.501798], [1.738881, -4.233987, -2.829003], [1.067159, -4.920315, -4.007722], [1.879843, -2.838188, -3.077800], [3.764567, -4.760806, -3.354713], [3.545858, -4.355843, -1.650788], [2.985516, -5.920292, -2.267022], [1.087205, -4.299609, -1.955707], [1.687995, -4.822712, -4.903257], [0.102883, -4.458310, -4.216586], [0.911618, -5.982563, -3.812991], [2.445637, -2.726931, -3.849355], [4.469189, 2.341066, 0.986862], [4.096994, 3.568635, 1.799392], [3.930936, 4.796015, 0.918307], [5.069972, 3.813097, 2.820792], [5.427050, 2.494733, 0.479233], [4.572875, 1.471897, 1.636227], [3.710320, 2.121424, 0.234683], [3.164722, 3.379733, 2.333313], [4.872131, 5.023565, 0.408264], [3.656923, 5.663842, 1.518660], [3.161035, 4.636136, 0.163083], [5.909863, 3.982647, 2.381226]],
  "forces_ev_per_angstrom": [[0.0, -0.3, 0.2], [-0.2, 0.3, -0.2], [-0.1, -0.4, 0.0], [0.7, 0.3, -0.1], [0.4, 0.3, 0.5], [-0.4, -0.2, -0.1], [-0.7, -0.4, -0.4], [0.5, 0.2, 0.2], [0.0, 0.0, 0.1], [0.1, 0.0, 0.0], [0.0, 0.1, 0.0], [0.0, 0.0, -0.1], [-0.1, 0.1, -0.1], [-0.2, -0.2, 0.0], [-0.3, 0.2, 0.0], [0.1, 0.1, -0.1], [0.1, 0.2, -0.1], [0.0, 0.1, 0.0], [0.2, 0.0, 0.2], [0.0, 0.1, 0.0], [0.0, 0.0, 0.0], [-0.1, 0.0, 0.0], [0.0, 0.0, 0.0], [-0.1, 0.0, 0.0], [0.0, 0.0, -0.1], [0.0, 0.0, 0.0], [0.0, 0.0, 0.0], [0.0, 0.0, 0.1], [0.0, 0.1, 0.1], [-0.1, 0.1, 0.0], [0.1, 0.0, 0.2], [0.1, 0.0, 0.0], [0.0, 0.0, 0.2], [0.0, 0.0, 0.0], [0.0, 0.0, 0.0], [0.0, 0.0, 0.0], [0.0, 0.0, 0.0], [0.0, -0.1, 0.0], [0.0, 0.0, 0.0], [0.0, 0.0, 0.0], [0.2, -0.1, -0.2], [0.1, 0.2, 0.1], [0.2, 0.0, -0.4], [-0.1, 0.0, 0.0], [-0.2, -0.2, 0.4], [0.0, 0.0, 0.0], [0.0, 0.0, 0.0], [0.0, 0.0, 0.0], [0.0, 0.0, 0.0], [0.0, 0.0, 0.0], [0.0, 0.0, 0.0], [0.0, 0.0, 0.0], [0.0, 0.0, -0.1], [0.0, 0.1, 0.1], [0.1, -0.1, -0.2], [-0.1, 0.1, 0.0], [0.0, -0.1, 0.1], [0.0, 0.0, 0.0], [0.0, 0.0, 0.0], [0.0, 0.0, 0.0], [0.0, 0.0, 0.0], [0.0, 0.0, 0.0], [0.0, 0.0, 0.0], [0.0, 0.0, 0.0], [0.0, 0.0, 0.0], [0.0, -0.1, 0.0], [0.1, 0.0, -0.2], [0.0, 0.1, 0.1], [-0.1, 0.0, 0.1], [0.0, 0.1, 0.0], [0.0, 0.0, 0.0], [0.0, 0.0, 0.0], [0.0, 0.0, 0.1], [0.0, 0.0, 0.0], [0.0, 0.0, 0.0], [0.0, 0.0, 0.0], [0.0, 0.0, 0.0]],
  "charge": -1,
  "gap_ev": 6.9,
  "lumo_ev": 2.3,
  "e_above_lowest_kcal_mol": 0.00,
  "max_force_ev_per_a": 0.913,
  "e_tot_ev": -41895.9726
}

---

- Which formula does entry 1 have?
  C23H45Cl3ErN2O3PSi